Molecular formula: C7H10N2O3Sr
Method: DFT, the ωB97M-V functional and the def2-TZVPD basis

Geometry (Å):
C -0.421 1.216 -2.089
C 0.983 1.423 -1.902
C 1.156 2.320 -0.798
C -0.140 2.651 -0.301
C -1.110 1.978 -1.098
Sr 0.300 -0.031 0.300
N -1.467 -1.546 0.099
C -0.414 -2.494 -0.438
C 1.038 -2.200 -0.707
H 2.080 2.398 -0.233
H 1.747 0.814 -2.366
H -0.353 3.082 0.674
H -2.178 1.919 -0.917
H -0.872 0.527 -2.786
H 1.379 -1.834 -1.698
H -0.286 -3.284 0.356
H -2.420 -1.907 0.049
H 1.786 -2.159 0.122
H -0.739 -2.823 -1.464
O 0.009 1.085 4.407
N -0.012 -0.023 3.827
O 0.014 -1.080 4.442
O -0.079 -0.034 2.519

E_tot	-17373.5270	eV
2S+1	1
highest occupied orbital energy	1.288	eV
charge	-2
energy relative to the best compared isomer or geometry (same formula, charge and spin)	20.42	kcal per mole
LUMO	5.408	eV
molecular weight	257.788	g mol⁻¹
frontier orbital gap	4.12	eV